(1)
C12H25BrNO3 | ωB97M-V/def2-TZVPD

Properties
LUMO: -4.72 eV
Highest occupied orbital energy: -12.15 eV
Gap between HOMO and LUMO: 0.2731 Eh
Multiplicity: 1
Net charge: +1

Each line ends with the Mulliken charge.
Positions of all 42 atoms, in Å:
H (-1.613, -4.427, -2.188)  0.32
H (3.308, -0.237, 0.636)  0.30
H (-0.482, -2.124, -0.923)  0.06
H (-0.565, -1.338, 1.294)  -0.02
N (2.163, -1.909, 1.382)  -0.14
H (1.490, -2.303, 3.407)  0.32
H (-1.412, 0.569, 3.339)  0.29
C (-2.872, 3.234, -1.381)  -0.81
H (-0.846, -1.778, 3.106)  0.45
H (3.347, -0.624, -1.663)  0.30
H (3.138, -2.139, 1.745)  0.47
C (2.450, -1.266, -1.203)  -0.81
H (-0.611, 2.552, -1.347)  -0.17
O (-0.027, -2.871, -2.958)  -0.34
H (1.456, -0.008, 0.412)  -0.40
C (-1.278, 3.451, -0.996)  0.08
O (-1.216, 3.743, 0.445)  -0.37
H (-0.371, 3.115, 2.319)  0.30
C (-0.493, 0.520, 2.602)  -0.83
C (1.105, -0.709, -2.006)  -0.29
C (-1.368, -3.528, -2.899)  0.23
H (2.716, -2.377, -1.433)  0.36
H (0.444, 1.027, 3.084)  0.37
H (-1.101, -1.119, -2.388)  0.35
C (-0.973, 1.237, 1.176)  0.08
H (-2.992, 2.560, -2.342)  0.27
C (2.314, -0.837, 0.354)  0.34
C (1.413, -1.401, 2.630)  -0.82
H (-3.311, 4.321, -1.558)  0.28
H (0.760, 2.782, 0.808)  0.18
H (1.436, -0.541, -3.138)  0.42
H (-2.151, 1.350, 1.198)  0.37
H (-0.932, 4.432, -1.569)  0.32
C (-0.165, -1.741, -1.984)  -0.21
H (0.790, 0.377, -1.625)  0.02
C (-0.176, -1.108, 2.379)  0.04
Br (1.366, -3.506, 0.884)  0.16
O (-2.337, -3.078, -3.707)  -0.45
H (-3.421, 2.751, -0.447)  0.23
H (1.994, -0.503, 3.159)  0.41
H (-0.606, 0.668, 0.222)  -0.22
C (-0.372, 2.783, 1.174)  -0.46

---

(2)
C12H25ClF3N5Si2 | ωB97M-V/def2-TZVPD

Properties
LUMO: -2.92 eV
Highest occupied orbital energy: -5.18 eV
Gap between HOMO and LUMO: 0.0828 Eh
Multiplicity: 1

Each line ends with the Mulliken charge.
Positions of all 48 atoms, in Å:
F (-2.369, 0.871, 3.523)  -0.17
H (-2.462, 1.652, -4.491)  0.31
C (2.474, -2.712, 3.100)  0.42
C (-3.422, 1.053, -0.671)  -0.85
C (3.999, -2.862, 4.833)  -0.06
H (-4.024, 1.493, -3.692)  0.35
H (2.465, 0.517, -1.201)  0.21
C (0.349, 0.681, -4.575)  -1.05
Si (-2.215, 1.638, -2.008)  0.07
H (-3.062, 1.330, 0.325)  0.07
H (4.572, -2.561, 5.812)  0.37
H (1.276, 0.718, -5.156)  0.35
H (-1.641, 3.954, -2.742)  0.31
N (-0.666, 0.882, -1.742)  -0.10
H (-1.618, 3.817, -0.970)  0.23
Si (0.677, 1.211, -2.806)  0.14
H (0.903, -0.220, 1.701)  0.29
H (1.261, -2.888, 1.425)  0.29
H (2.144, 3.139, -3.310)  0.36
N (1.463, -2.283, 2.277)  -0.13
C (-2.142, 3.508, -1.880)  -1.03
C (2.183, 0.228, -2.218)  -0.99
C (0.643, -1.031, 2.513)  -0.50
H (1.300, 3.384, -1.774)  0.23
N (3.293, -3.966, 2.778)  -0.02
H (-3.550, -0.032, -0.710)  0.22
F (-1.766, -2.779, 4.723)  -0.28
H (4.948, -4.716, 4.019)  0.29
N (2.858, -1.982, 4.370)  -0.35
H (-0.369, 1.339, -5.070)  0.32
H (-1.515, -0.808, 1.711)  0.11
H (-3.154, 3.922, -1.842)  0.37
N (4.183, -4.003, 3.855)  -0.09
C (-2.978, 1.171, -3.656)  -1.03
H (-4.396, 1.522, -0.824)  0.30
H (3.035, 0.422, -2.878)  0.27
C (-1.557, -1.492, 3.979)  0.31
H (0.458, 3.645, -3.316)  0.31
C (1.185, 3.017, -2.797)  -1.03
F (-1.847, 0.138, 5.992)  -0.22
H (-0.031, -0.343, -4.612)  0.24
H (-1.002, -2.625, 2.079)  0.42
C (-1.918, -0.141, 4.540)  0.16
C (-0.951, -1.515, 2.456)  -0.32
H (-2.953, 0.088, -3.806)  0.24
H (0.813, -0.522, 3.560)  0.36
Cl (3.155, -5.012, 1.411)  0.09
H (1.974, -0.847, -2.233)  0.21

---

(3)
C12H25InN2O3P2 | ωB97M-V/def2-TZVPD

Properties
LUMO: 0.43 eV
Energy above the lowest of the compared OMol25 structures with the same formula, charge and spin: 0.0 kJ/mol
Highest occupied orbital energy: -6.78 eV
Gap between HOMO and LUMO: 0.2649 Eh
Multiplicity: 1

Each line ends with the Mulliken charge.
Positions of all 45 atoms, in Å:
P (-1.752, -1.158, -1.176)  0.73
H (3.077, 3.114, 0.927)  0.44
H (2.192, 2.174, -3.163)  0.32
C (-2.562, 0.283, -1.806)  -1.61
O (1.709, -3.670, 2.356)  -0.58
H (-1.361, 5.035, 0.169)  0.43
H (-0.376, 3.120, 2.232)  0.37
H (-0.498, -2.957, -2.141)  0.35
H (0.846, 1.070, 3.535)  0.38
H (0.671, 1.874, -3.136)  0.35
H (-2.409, -3.059, 0.119)  0.40
H (-0.923, 1.521, -4.834)  0.28
P (1.223, 1.596, 1.211)  0.78
H (-3.373, -1.614, 0.539)  0.34
H (-1.534, -0.141, 2.144)  -0.31
C (0.079, 3.050, 1.229)  -1.21
C (-2.946, -2.194, -0.285)  -1.38
N (-1.387, 1.722, -0.250)  -0.03
H (3.456, 1.461, 0.350)  0.37
H (-1.975, -2.614, -3.100)  0.39
C (1.419, -2.790, 1.611)  0.72
C (-1.019, 2.923, 0.182)  0.81
H (-3.783, 2.604, -2.449)  0.39
H (-3.324, 0.215, -2.591)  0.29
C (1.719, 1.348, 2.934)  -1.35
H (-3.737, -2.521, -0.969)  0.42
In (-0.394, -0.385, 0.857)  1.08
C (-2.997, 2.729, -1.704)  -1.03
H (-3.234, 4.851, -1.515)  0.41
O (-0.538, 1.031, -4.084)  -0.70
H (1.518, 0.258, -1.811)  -0.33
C (2.688, 2.245, 0.379)  -1.24
C (-2.683, 3.973, -1.196)  -0.35
C (-2.328, 1.573, -1.250)  0.92
H (2.189, 2.259, 3.325)  0.41
C (-1.135, -2.164, -2.555)  -1.15
N (1.126, -1.898, 0.855)  -0.69
O (1.384, 2.387, -2.673)  -0.63
H (0.673, 3.956, 1.021)  0.44
H (-0.541, -1.543, -3.238)  0.30
H (1.581, -0.483, -1.924)  0.30
H (-1.317, 0.771, -3.538)  0.35
C (-1.666, 4.081, -0.251)  -0.87
H (2.410, 2.520, -0.646)  0.27
H (2.436, 0.516, 2.939)  0.39

---

(4)
C12H25N3O3TaTl | ωB97M-V/def2-TZVPD

Properties
LUMO (spin up / spin down): -7.76 / -7.76 eV
Highest occupied orbital energy (spin up / spin down): -16.07 / -16.07 eV
Gap between HOMO and LUMO (spin up / spin down): 0.3057 / 0.3056 Eh
Multiplicity: 1
Net charge: +2

Each line ends with the Mulliken charge.
Positions of all 45 atoms, in Å:
C (0.154, -3.486, 0.230)  -1.38
H (1.756, -2.516, -1.709)  -0.02
C (-1.292, 1.834, -2.258)  -0.97
C (-0.570, 3.524, 0.504)  -1.37
H (0.996, 3.662, -2.588)  0.46
H (1.000, -2.899, 0.598)  0.20
C (-1.386, -3.961, -1.659)  -1.85
H (-0.946, 2.612, -2.949)  0.42
H (0.461, -4.541, 0.182)  0.46
H (1.740, 1.956, 0.695)  0.34
O (-0.456, 0.030, 1.721)  -0.85
H (0.479, -1.412, 2.828)  0.31
H (1.202, -4.094, -2.297)  0.45
C (0.893, -3.052, -2.119)  -1.23
H (-0.675, -3.398, 0.943)  0.34
Tl (3.564, -0.065, -2.618)  0.88
H (-0.551, 4.417, -2.066)  0.49
H (-2.302, 2.109, -1.910)  0.38
H (-1.587, 3.730, 0.143)  0.35
N (-0.755, -1.611, -1.034)  0.68
C (-2.210, -1.305, -1.183)  -1.08
H (-2.222, -4.032, -0.951)  0.49
C (-0.043, -0.436, 2.967)  0.16
H (2.388, 2.385, -0.924)  0.04
H (-2.458, -0.338, -0.687)  0.56
H (0.970, 4.902, -1.319)  0.45
H (-1.344, 0.884, -2.816)  0.27
C (0.423, 4.043, -1.733)  -1.97
H (-1.751, -3.669, -2.651)  0.43
H (-0.949, -4.968, -1.745)  0.43
C (1.712, 2.703, -0.113)  -1.25
Ta (-0.178, 0.025, -0.147)  0.91
H (-0.637, 2.803, 1.334)  0.30
N (-0.347, 1.734, -1.125)  0.66
H (2.126, 3.642, 0.295)  0.52
H (0.627, -2.611, -3.088)  0.37
H (-2.826, -2.082, -0.708)  0.33
H (-2.494, -1.234, -2.245)  0.38
O (4.030, -1.106, -0.260)  -0.56
C (2.847, -0.970, -0.018)  1.07
H (-0.140, 4.460, 0.889)  0.44
C (0.308, 2.995, -0.630)  1.22
C (-0.288, -3.026, -1.157)  1.16
N (1.702, -0.582, -0.124)  -1.05
O (-0.232, 0.193, 3.966)  -0.36

---

(5)
C12H25NO8 | ωB97M-V/def2-TZVPD

Properties
LUMO: -0.13 eV
Highest occupied orbital energy: -9.34 eV
Gap between HOMO and LUMO: 0.3386 Eh
Multiplicity: 1

Each line ends with the Mulliken charge.
Positions of all 46 atoms, in Å:
H (0.167, -0.102, 2.000)  0.33
H (2.676, 3.806, -1.406)  0.30
C (-4.828, 0.920, 1.254)  -0.80
H (5.553, -3.192, -0.773)  0.26
H (4.414, -1.647, -2.061)  0.29
H (-1.306, -1.343, 0.269)  0.15
H (-5.165, 3.033, 1.807)  0.34
H (-2.992, 2.034, -0.308)  0.34
H (2.432, 3.226, 0.256)  0.23
O (-4.424, -2.718, 0.372)  -0.33
H (3.524, 2.342, -0.836)  0.15
H (-2.571, -0.453, -1.872)  0.42
H (-1.806, 0.771, 1.364)  0.20
O (-5.810, -1.950, 1.915)  -0.50
C (-1.370, 0.796, 0.369)  -0.46
H (0.687, -1.693, 1.384)  0.41
N (-3.159, 0.160, -1.319)  -0.23
C (5.904, -2.852, -1.751)  -0.59
H (5.607, -3.575, -2.515)  0.28
H (1.390, -0.166, 0.728)  0.21
C (0.512, -0.655, 1.133)  -1.30
H (4.579, -1.161, 2.194)  0.24
H (-0.243, -0.596, -0.949)  0.34
C (2.598, 2.918, -0.773)  -0.52
O (3.870, -0.173, 0.543)  -0.35
H (-1.796, 1.695, -1.508)  0.50
C (-4.562, -0.390, 0.632)  0.02
O (-5.174, 3.131, 0.844)  -0.37
O (5.374, -1.565, -2.051)  -0.48
H (-3.901, 1.261, 1.718)  0.32
H (5.709, -1.081, 0.825)  0.21
H (-5.584, 0.817, 2.037)  0.52
H (5.403, 0.369, 1.824)  0.29
O (-5.320, 1.841, 0.303)  -0.16
H (-0.618, 1.585, 0.414)  0.52
C (-5.029, -1.697, 1.099)  -0.16
O (1.502, 2.104, -1.177)  -0.38
C (-0.619, -0.520, 0.067)  -0.09
C (4.956, -0.530, 1.393)  -0.60
C (-2.373, 1.238, -0.709)  -1.14
O (-3.434, -2.702, -1.601)  -0.50
C (-3.830, -2.097, -0.701)  0.52
C (-3.831, -0.633, -0.457)  0.89
H (4.229, 0.383, -0.155)  0.20
H (1.667, 1.839, -2.087)  0.25
H (6.988, -2.776, -1.735)  0.22

---

Record-wise strongest force on any atom values, in eV Å⁻¹: 9.1 8.1 1.5 3.5 3.7